[1]
# C36H32HgN10OP

C36H32HgN10OP as an isolated structure in a non-equilibrium geometry (ωB97M-V/def2-TZVPD, the OMol25 dataset).

Structure (ORCA input):
```
! wB97M-V def2-TZVPD RIJCOSX def2/J DEFGRID3
* xyz 0 2
Hg 0.43998 -0.08278 -0.91504
N 2.43668 -0.08148 1.85956
P 0.80008 -0.45868 1.72536
C 0.74808 -2.22618 2.19106
C 1.69058 -2.77078 3.05806
C 1.66578 -4.12168 3.34686
C 0.70668 -4.93808 2.76886
C -0.25062 -4.39738 1.92606
C -0.23302 -3.04398 1.64216
C 0.18878 0.29482 3.25966
C 0.74148 1.46362 3.77636
C 0.25858 1.98342 4.96306
C -0.79012 1.36292 5.62406
C -1.37022 0.22312 5.08616
C -0.89042 -0.30428 3.90506
C 3.30338 0.05962 0.79586
C 4.62008 0.44432 1.03126
C 5.48438 0.55992 -0.04854
C 4.99638 0.26822 -1.32114
C 3.67238 -0.07898 -1.46424
N 2.81528 -0.17338 -0.43174
H 2.82988 0.06562 2.78336
H 2.44278 -2.14148 3.51116
H 2.41008 -4.53868 4.01056
H 0.70428 -5.99638 2.97726
H -1.00322 -5.03208 1.48276
H -0.98492 -2.60978 0.99576
H 1.54518 1.96562 3.25316
H 0.70688 2.87412 5.37806
H -1.16232 1.77212 6.55106
H -2.18902 -0.26348 5.59436
H -1.33142 -1.19428 3.47826
H 4.94908 0.64772 2.04196
H 6.50748 0.87062 0.09916
H 5.64128 0.31782 -2.18474
H 3.25078 -0.29828 -2.43554
N 0.32488 -0.92488 -4.11544
C 0.32088 -0.65318 -5.42744
C 0.47118 0.70972 -5.55014
C 0.55688 1.17872 -4.23594
N 0.46868 0.17532 -3.37754
H 0.26488 -1.82108 -3.65094
H 0.20948 -1.41918 -6.16684
H 0.51378 1.28312 -6.45154
H 0.67458 2.18632 -3.89034
C -6.19412 -0.21258 -0.72944
C -4.70452 -0.26098 -0.66714
C -3.97452 -1.27168 -1.29354
C -2.59842 -1.25188 -1.24484
N -1.88662 -0.29948 -0.62194
C -2.58942 0.66492 -0.00774
C -3.96332 0.72092 -0.00624
H -6.60772 -1.20068 -0.91524
H -6.50392 0.44682 -1.54134
H -6.60572 0.18482 0.19586
H -4.47472 -2.06868 -1.82334
H -2.03072 -2.03818 -1.72554
H -2.01192 1.42832 0.49906
H -4.45832 1.53592 0.49906
N -1.92992 6.16862 -2.06954
C -1.86732 4.79812 -2.06914
O -2.74462 4.13442 -2.60794
C -0.72632 4.19672 -1.36984
C 0.25238 4.91322 -0.61874
C 1.28028 4.19412 -0.04724
C 1.34618 2.82352 -0.19614
N 0.40958 2.12042 -0.89994
C -0.57322 2.81882 -1.45614
H -2.63292 6.58862 -2.65494
H -1.11822 6.71972 -1.85764
H 0.20058 5.98052 -0.47864
H 2.05188 4.69782 0.51526
H 2.15838 2.25432 0.23046
H -1.30912 2.26362 -2.02784
N 0.60038 -2.09258 -1.46534
C 0.66358 -3.26268 -1.43364
C 0.68098 -4.61198 -1.47514
C -0.53202 -5.28398 -1.64294
N -1.55212 -5.79248 -1.79764
C 1.89108 -5.29748 -1.36614
N 2.89818 -5.84518 -1.27804
*
```

E_LUMO (alpha / beta)   0.0102 / 0.0101 Ha
HOMO-LUMO gap (alpha / beta)   4.714 / 8.375 eV
E   -2508.57208 a.u.
HOMO energy (alpha / beta)   -4.437 / -8.099 eV



[2]
# C5H12O2S

One molecule with the formula C5H12O2S in a non-equilibrium geometry (ωB97M-V/def2-TZVPD, the OMol25 dataset).

Structure (ORCA input):
```
! wB97M-V def2-TZVPD RIJCOSX def2/J DEFGRID3
* xyz 0 1
C 3.10794 -1.20235 -0.13252
C 2.31287 0.04031 0.37546
O 0.96893 -0.30090 -0.13127
C -0.07514 0.40658 0.21710
C -1.31847 -0.19951 -0.32962
S -2.04081 -1.63592 0.03674
O 0.00383 1.69258 -0.42145
C -0.78999 2.65806 0.13863
H 2.39541 -2.18385 -0.36555
H 4.18148 -1.27842 0.31087
H 3.29918 -0.89527 -1.20786
H 2.22595 0.11559 1.53752
H 2.70188 0.98627 -0.12550
H -0.37326 0.46181 1.34832
H -2.28295 0.41931 -0.33747
H -1.11000 -0.42127 -1.23888
H -2.15045 -1.34034 1.54326
H -0.91698 2.47262 1.28875
H -0.57500 3.80098 -0.04796
H -1.94768 2.68528 -0.48584
*
```

E_LUMO   0.0291 Ha
HOMO-LUMO gap   9.412 eV
E   -746.19680 a.u.
HOMO energy   -8.619 eV



[3]
# C9H16BeCaCl3F3ILiNO15P3

C9H16BeCaCl3F3ILiNO15P3 as an isolated structure in a non-equilibrium geometry (ωB97M-V/def2-TZVPD, the OMol25 dataset).

Structure (ORCA input):
```
! wB97M-V def2-TZVPD RIJCOSX def2/J DEFGRID3
* xyz 0 1
C 4.56526 -1.97934 2.98726
C 4.14344 -0.73520 2.79434
C 3.49883 0.55747 2.02440
N 2.12762 0.22725 1.39871
I 1.11858 -0.89414 2.85946
P 1.21253 1.79369 1.26388
P -0.84896 1.44815 0.58709
O -0.93880 0.37920 -0.53712
O -1.64878 2.92073 0.06819
O -1.82451 0.83066 1.88901
P 2.27011 -0.65142 -0.17557
O 3.87285 -1.28345 -0.36219
Cl 2.10694 0.71672 -1.82539
H 4.74232 -3.11654 3.14084
H 3.37225 1.39971 2.82384
H 4.22094 0.94274 1.21078
H 1.84884 2.64769 0.26473
H -2.05342 3.37682 0.86771
H -1.69541 -0.15094 1.80510
H 4.53277 -0.50300 -0.39441
C 4.04873 0.06118 -5.46184
O 3.57134 -0.84979 -4.75838
O 3.42506 1.24534 -5.21647
O 4.96670 0.05294 -6.31188
H 2.83968 0.82752 -4.55074
Cl 1.36490 0.78248 -6.04932
C -4.24477 -4.28530 2.64613
C -3.68953 -2.95160 3.02746
O -2.33945 -3.03260 2.61934
C -2.33514 -3.89369 1.56004
O -1.42543 -4.00346 0.78653
O -3.49490 -4.60774 1.48567
F -3.72235 -2.77792 4.36992
H -4.07471 -5.04811 3.41182
H -5.31272 -4.24339 2.42401
H -4.17368 -2.10458 2.53157
Li 6.24150 -1.13216 -5.62782
O 0.91922 -1.72835 -7.25476
Cl 0.50813 -2.74247 -6.28985
O 0.03420 -2.09328 -5.08925
O 1.63781 -3.58388 -5.97366
O -0.54972 -3.54207 -6.85987
Ca 0.20744 3.91721 2.00460
F 3.79707 1.04715 4.73829
Be 5.57442 1.90959 5.36537
F 5.57520 -0.83613 -1.47911
C -5.98602 4.46464 0.85673
C -4.95586 4.43911 2.00295
O -4.04504 5.38075 1.73976
H -5.52443 4.24486 -0.11215
H -6.75643 3.70428 1.03210
H -6.49264 5.43291 0.78552
H -4.61959 3.38865 2.06450
H -5.55058 4.53254 2.92873
*
```

E_LUMO   -0.1848 Ha
HOMO-LUMO gap   1.811 eV
E   -5236.72764 a.u.
HOMO energy   -6.840 eV



[4]
# C27H35BN2O4

C27H35BN2O4 as an isolated structure in a non-equilibrium geometry (ωB97M-V/def2-TZVPD, the OMol25 dataset).

Structure (ORCA input):
```
! wB97M-V def2-TZVPD RIJCOSX def2/J DEFGRID3
* xyz 0 1
C -8.31607 0.67090 -0.94184
C -7.19689 -0.22386 -1.20456
C -7.07939 -1.60417 -1.15588
C -5.68743 -1.88664 -1.15401
C -5.00574 -0.66735 -1.16432
B -3.70579 -0.09595 -0.32372
O -4.47275 0.35974 0.86280
C -3.53898 1.02391 1.69398
C -2.14884 0.95006 0.98561
C -1.00812 1.61553 1.65372
C -2.24838 1.59024 -0.45476
O -3.23874 0.96387 -1.20607
C -1.84613 -0.58855 0.80566
O -2.78501 -1.19023 -0.04794
O -5.94533 0.32801 -1.31682
H -9.25790 0.13618 -1.08667
H -8.29862 1.01657 0.10279
H -8.30382 1.55350 -1.58894
H -7.90249 -2.30259 -1.04634
H -5.20015 -2.85018 -1.10488
H -3.82618 2.07821 1.85199
H -3.47304 0.53827 2.68864
H -0.13008 1.27843 0.89410
H -1.10364 2.70930 1.65361
H -0.84302 1.19344 2.64600
H -2.44084 2.67882 -0.37693
H -1.29443 1.43491 -0.99295
H -0.86703 -0.76214 0.32479
H -1.82250 -1.10074 1.78991
C 4.22380 -4.39538 2.83068
N 3.33885 -3.42182 3.45033
C 3.68383 -3.05952 4.81859
C 2.46463 -2.65940 2.72916
C 1.88396 -1.51116 3.32813
C 1.27823 -0.56363 2.53120
C 1.23281 -0.68627 1.12752
C 0.89908 0.56132 0.38051
C 1.46024 0.77709 -0.97469
C 0.96283 1.74448 -1.88249
C 1.76842 2.30609 -2.85443
C 3.14170 1.95860 -2.93560
N 3.97085 2.58482 -3.81429
C 5.36281 2.19761 -3.90439
C 3.52091 3.74172 -4.56703
C 3.63894 0.93756 -2.08142
C 2.78881 0.33903 -1.17350
C 1.56189 -1.94319 0.57700
C 2.17570 -2.92083 1.35828
H 3.65464 -5.14269 2.26020
H 4.96456 -3.91002 2.17179
H 4.77000 -4.90127 3.63510
H 4.31713 -2.15332 4.86221
H 2.77684 -2.89792 5.42245
H 4.25392 -3.88894 5.25121
H 1.97655 -1.35152 4.40570
H 0.92203 0.34495 3.00697
H 1.55094 1.28926 0.95406
H -0.06647 2.08294 -1.81665
H 1.36793 3.05069 -3.55251
H 5.93627 2.52617 -3.02178
H 5.44010 1.10443 -3.97670
H 5.79653 2.64908 -4.79919
H 2.58910 3.51249 -5.10704
H 3.33454 4.61816 -3.91863
H 4.29908 4.01252 -5.28835
H 4.69113 0.63931 -2.12138
H 3.20467 -0.42670 -0.52106
H 1.37051 -2.12387 -0.48238
H 2.47902 -3.86836 0.90543
*
```

E_LUMO   -0.0966 Ha
HOMO-LUMO gap   3.005 eV
E   -1484.95853 a.u.
HOMO energy   -5.633 eV



[5]
# C3H7NOS2

One molecule with the formula C3H7NOS2 in a non-equilibrium geometry (ωB97M-V/def2-TZVPD, the OMol25 dataset).

Structure (ORCA input):
```
! wB97M-V def2-TZVPD RIJCOSX def2/J DEFGRID3
* xyz 0 1
C -0.34443 -1.50124 2.67281
O -0.93886 -0.45897 1.71372
C -0.08824 0.64963 1.52860
S 1.29820 -0.09939 0.41676
N 0.61601 -0.70850 -0.93222
C -0.02955 -0.17552 -1.96957
S -0.88118 1.37957 -2.26010
H -0.86311 -2.69934 2.53474
H -0.12114 -1.25768 3.81808
H 0.76558 -1.80321 2.40220
H 0.41288 1.08746 2.44529
H -0.74986 1.54081 1.03771
H 0.19223 -1.67413 -0.62517
H -0.33682 -0.88288 -2.69462
*
```

E_LUMO   -0.0094 Ha
HOMO-LUMO gap   8.293 eV
E   -1044.71684 a.u.
HOMO energy   -8.548 eV



[6]
# C29H59ClNO4

A 4-piece molecular cluster, C29H59ClNO4 overall (ωB97M-V/def2-TZVPD, the OMol25 dataset).

Structure (ORCA input):
```
! wB97M-V def2-TZVPD RIJCOSX def2/J DEFGRID3
* xyz -1 1
C -3.15140 0.81210 6.28171
O -3.79998 -0.42981 6.10995
C -4.35308 -0.59725 4.81480
C -3.29654 -0.82181 3.73536
C -2.53791 -2.13999 3.96645
C -1.16992 -1.88670 4.60413
C -0.14229 -3.00335 4.35418
C 1.23049 -2.51573 3.87997
C 1.85987 -1.37153 4.69678
C 2.83085 -0.49941 3.88037
C 2.22980 0.76783 3.23624
C 0.79340 0.66608 2.73865
C 0.46932 1.70236 1.65797
C 0.58051 1.06609 0.26992
C -0.58161 0.12669 -0.04034
N -0.06005 -1.16404 -0.63341
C -1.46758 0.73620 -1.12847
C -0.74581 1.00389 -2.49353
C -0.65503 2.49972 -2.78380
Cl 0.85265 2.89893 -3.72403
H -3.06791 1.02656 7.34224
H -2.13985 0.77357 5.86968
H -3.68790 1.62516 5.78737
H -4.95428 -1.50179 4.87216
H -4.99272 0.24692 4.54395
H -3.77001 -0.82711 2.76006
H -2.61198 0.01799 3.77507
H -3.14364 -2.76949 4.61424
H -2.36570 -2.64687 3.02213
H -1.26623 -1.72542 5.67602
H -0.77579 -0.97644 4.17929
H -0.05878 -3.67382 5.20736
H -0.54286 -3.62239 3.55079
H 1.91285 -3.36048 3.96560
H 1.18373 -2.23801 2.83173
H 2.44405 -1.84389 5.48797
H 1.13444 -0.73908 5.20223
H 3.33811 -1.12079 3.14276
H 3.60404 -0.15547 4.56909
H 2.85564 1.01540 2.37634
H 2.32886 1.61293 3.91386
H 0.13563 0.88512 3.57751
H 0.53851 -0.29578 2.30914
H 1.11299 2.58318 1.75371
H -0.54667 2.04689 1.83243
H 0.61182 1.89320 -0.45374
H 1.53471 0.52754 0.26255
H 0.94742 -1.23625 -0.50739
H -0.45692 -1.93449 -0.11327
H -2.27365 0.04096 -1.33691
H -1.89858 1.68237 -0.79071
H 0.25057 0.57778 -2.49615
H -1.27783 0.53530 -3.31828
H -1.50280 2.84003 -3.36765
H -0.61689 3.06879 -1.86803
C -1.02406 0.17202 -8.28775
C 0.23711 0.46507 -7.48278
C -0.33726 0.86528 -6.12942
O -1.56324 0.13303 -5.98686
C -1.92062 -0.45969 -7.23410
H -0.85850 -0.47950 -9.14575
H -1.46361 1.10676 -8.64662
H 0.83272 -0.44614 -7.38258
H 0.86881 1.23844 -7.91868
H -0.56740 1.93309 -6.09358
H 0.32523 0.62958 -5.30159
H -1.74439 -1.53936 -7.16422
H -2.98228 -0.29107 -7.42593
C 3.24322 6.27083 4.80834
C 2.90195 5.27923 5.91571
C 1.62557 4.64568 5.37859
O 1.73229 4.66680 3.95683
C 2.82406 5.49739 3.56504
H 4.29175 6.56627 4.78896
H 2.63617 7.17352 4.91403
H 3.68954 4.52644 5.99810
H 2.76705 5.73894 6.89440
H 0.74116 5.22465 5.66899
H 1.48920 3.61602 5.71254
H 3.63516 4.85532 3.20445
H 2.50702 6.14467 2.74676
C 1.22026 -5.00476 -7.08044
C 0.15221 -5.93554 -7.64411
C -0.87933 -4.94266 -8.16024
O -0.15573 -3.77665 -8.56224
C 1.18866 -3.85830 -8.07986
H 2.20439 -5.46335 -6.99536
H 0.92277 -4.64976 -6.09170
H 0.56216 -6.51882 -8.47277
H -0.25866 -6.62817 -6.91105
H -1.58399 -4.65766 -7.37194
H -1.44676 -5.32290 -9.01104
H 1.84975 -4.05445 -8.93194
H 1.46953 -2.90268 -7.63627
*
```

E_LUMO   0.0912 Ha
HOMO-LUMO gap   3.566 eV
E   -1956.13170 a.u.
HOMO energy   -1.083 eV